C8H24O4S4Sn as an isolated structure. Source: OMol25; level of theory: ωB97M-V/def2-TZVPD.

```
41
Properties=species:S:1:pos:R:3:forces:R:3
Sn -26.947362 -12.699601 -17.693529 -0.8 0.6 -1.1
C -31.379613 -10.954437 -18.391266 -1.1 0.5 -0.8
S -30.064858 -10.100495 -17.536517 0.2 -0.1 -0.2
O -29.128312 -11.118953 -16.909298 0.7 -1.0 -0.3
C -29.182225 -9.475760 -18.970874 -0.5 0.8 0.7
H -31.147278 -11.892153 -18.892987 0.5 0.0 0.3
H -31.723318 -10.262313 -19.169548 0.3 0.1 -0.1
H -32.297104 -11.047015 -17.810892 0.4 -0.3 0.6
H -28.315786 -8.930770 -18.598142 0.3 -0.5 0.0
H -29.816185 -8.667079 -19.342326 -0.1 -0.4 -0.5
H -28.956811 -10.274752 -19.671651 0.0 0.1 -0.1
C -25.196360 -8.213053 -15.607581 0.6 0.5 -0.7
S -26.665201 -9.109144 -16.113622 0.6 0.0 0.4
O -26.170263 -10.070337 -17.188270 -0.2 -1.2 -0.2
C -26.816659 -10.086195 -14.614970 0.1 -1.0 -0.4
H -24.675199 -7.836033 -16.491188 -0.4 -0.1 -0.3
H -24.462651 -8.854635 -15.124451 -0.3 -0.1 0.4
H -25.455492 -7.311790 -15.053278 -0.2 -0.3 0.4
H -25.901584 -10.655485 -14.434285 0.3 0.5 0.0
H -27.540493 -10.873768 -14.833655 -0.6 0.5 0.2
H -27.076402 -9.475737 -13.754690 -0.2 0.0 0.0
C -28.743557 -13.852104 -22.217113 0.2 -1.2 -0.2
S -27.642710 -12.543995 -21.684976 0.1 0.2 -1.1
O -27.204664 -12.846281 -20.265954 0.1 -0.2 1.5
C -26.246904 -13.060979 -22.679413 0.9 -0.6 -0.6
H -29.550570 -14.002739 -21.504392 -0.1 0.4 -0.1
H -28.216286 -14.805120 -22.329526 0.3 0.1 0.5
H -29.093705 -13.712941 -23.241197 -0.3 0.8 0.2
H -26.370699 -13.126349 -23.763567 -0.8 0.5 0.1
H -25.984857 -14.090773 -22.425812 0.0 0.1 0.5
H -25.380243 -12.415075 -22.550097 -0.2 0.1 0.4
C -28.039031 -17.040970 -20.091443 -0.5 -0.3 -0.1
S -26.694455 -15.952639 -19.624393 0.6 0.0 -0.3
O -27.004202 -15.329190 -18.271693 -0.2 0.9 0.3
C -25.450292 -17.192379 -19.338254 0.5 -1.2 0.3
H -28.006015 -17.267568 -21.159356 0.4 0.3 0.0
H -28.978299 -16.515041 -19.922050 0.1 0.1 0.2
H -28.051063 -18.007556 -19.590179 0.1 0.2 0.4
H -24.555058 -16.883366 -18.799607 -0.2 0.8 -0.2
H -25.124047 -17.593464 -20.300398 -0.1 0.2 -0.1
H -25.794166 -18.047185 -18.750818 -0.5 0.2 -0.1
```
Forces are in eV/Å.

The value obtained for the total energy is -2426.559665 Eh. The calculation puts the LUMO energy at -7.57 eV. For the energy above the lowest of the compared OMol25 structures with the same formula, charge and spin, the calculation gives 0.0000 eV. As for the charge: +2.



C38H59BrILaN6O8SeSi as an isolated structure. Source: OMol25; level of theory: ωB97M-V/def2-TZVPD.

```
116
Properties=species:S:1:pos:R:3:forces:R:3
La -5.440368 -19.328454 -9.373346 -0.3 -0.3 0.2
N -5.377297 -21.285501 -7.432146 1.5 -1.1 -0.8
C -3.993237 -21.605630 -6.961048 -0.9 0.5 -0.2
C -3.194653 -20.307165 -6.794511 0.5 0.6 -0.4
O -2.157106 -20.318935 -6.098450 -0.2 -0.4 0.1
N -3.675079 -19.265824 -7.463291 -0.4 -1.0 0.4
C -3.030242 -18.001472 -7.232633 -1.9 -0.2 0.5
C -3.713785 -16.983385 -8.126309 -0.7 0.5 0.0
O -3.102923 -15.989678 -8.488205 0.4 0.4 -0.1
O -4.951591 -17.229616 -8.453177 0.4 0.1 0.0
H -5.771690 -20.692613 -6.753996 -0.7 1.2 0.9
H -6.021394 -22.067424 -7.488818 0.3 -0.2 -0.2
H -3.493888 -22.264079 -7.660791 0.1 -0.1 -0.1
H -3.989454 -22.116449 -6.015927 0.0 -0.2 0.7
H -2.015510 -18.033439 -7.451761 2.1 0.1 -0.5
H -3.093541 -17.677229 -6.170613 -0.1 -0.1 -0.4
C 0.105199 -20.949755 -9.034486 -0.6 -1.0 1.4
C -1.163745 -21.737163 -9.399007 0.6 0.0 -0.1
C -1.262438 -23.129791 -9.452965 0.2 1.6 0.1
C -2.451338 -23.745464 -9.741597 -0.6 0.8 -0.1
C -3.531852 -22.899425 -9.979484 -0.6 -0.5 -0.9
Br -5.291429 -23.628322 -10.372270 0.6 0.1 0.2
N -3.471677 -21.598663 -10.059130 0.1 0.6 0.6
C -2.298007 -21.044641 -9.725611 0.2 0.9 0.0
H 0.996682 -21.564261 -9.225451 -0.2 0.2 0.1
H 0.038091 -20.701718 -7.933641 0.2 -0.3 -1.0
H 0.203909 -20.012899 -9.560518 -0.2 0.1 -0.3
H -0.346942 -23.604491 -9.271301 0.9 -1.4 0.2
H -2.555431 -24.792844 -9.810205 -0.1 -0.9 0.0
H -2.188360 -19.967592 -9.668190 -0.7 0.0 -0.3
O -7.804734 -20.691546 -8.490168 0.0 0.4 0.1
O -7.487160 -19.310439 -7.937210 -0.4 -0.4 -0.4
O -3.675539 -17.352761 -11.495023 -0.5 0.2 0.6
O -3.549576 -18.723171 -11.008908 0.1 0.3 -0.7
I 1.489633 -16.071807 -8.983810 0.8 0.9 0.9
C 0.685166 -17.384867 -10.269614 -0.2 1.3 1.3
C -0.668232 -17.523366 -10.401323 -0.2 -0.2 -0.2
N -0.775311 -18.489918 -11.309406 -1.1 -0.4 -1.3
N 0.394339 -18.972397 -11.803368 -0.1 1.0 1.0
C 1.314375 -18.250178 -11.108283 -0.4 -1.9 -1.5
H -1.544343 -17.030942 -9.960059 0.5 -0.2 -0.1
H -1.723644 -18.699489 -11.672749 0.8 -0.7 0.2
H 2.362585 -18.479332 -11.195739 0.1 0.1 -0.1
C -11.043598 -22.599002 -6.674340 0.0 1.4 0.1
C -9.962858 -22.157945 -7.686396 -0.3 0.1 -0.4
C -8.843055 -23.196977 -7.754768 -1.4 -0.3 0.2
C -10.548545 -22.246177 -9.130488 0.6 0.5 1.0
Si -9.091238 -20.422153 -7.433403 -0.3 0.0 0.0
C -8.721616 -20.286556 -5.554453 -0.9 0.4 0.6
C -7.838029 -19.031790 -5.282950 0.3 -1.8 0.3
C -8.097509 -21.544717 -4.904333 0.2 1.1 0.2
C -10.087527 -20.029018 -4.795284 2.0 0.9 0.8
C -10.353167 -19.097014 -8.035662 -0.2 0.0 -0.5
C -10.086470 -17.677936 -7.541683 0.0 0.6 -1.3
C -10.228143 -19.063912 -9.579454 2.2 -0.2 -0.4
C -11.831304 -19.355180 -7.739180 -0.8 -1.1 1.3
H -11.480781 -23.509327 -7.025863 -0.5 -0.8 -0.2
H -11.843185 -21.838213 -6.564276 0.2 -0.4 -0.3
H -10.708357 -22.744666 -5.646473 0.4 -0.2 -0.1
H -9.270379 -24.192933 -7.904241 0.0 -0.2 0.0
H -8.248924 -23.199497 -6.888525 0.8 -0.2 1.3
H -8.213638 -22.986058 -8.572143 0.9 0.2 -1.1
H -10.883831 -23.244832 -9.309259 0.0 -1.1 -0.3
H -9.744225 -21.967558 -9.799796 0.0 -0.1 -0.5
H -11.399584 -21.637799 -9.333618 -0.5 0.6 0.0
H -6.876325 -19.145325 -5.778672 0.1 0.1 0.3
H -7.689826 -18.912240 -4.201748 -0.1 0.2 -0.1
H -8.281545 -18.183203 -5.733262 -0.4 1.0 -0.2
H -7.108912 -21.675289 -5.310589 0.3 -0.7 -0.5
H -8.711506 -22.434177 -4.902295 0.0 -0.2 -0.5
H -7.869964 -21.384906 -3.850305 -0.2 0.5 0.4
H -10.568973 -19.075569 -5.068622 0.5 -0.1 0.3
H -9.744291 -20.031584 -3.701052 -1.1 0.1 -1.2
H -10.823718 -20.760040 -4.999742 -0.6 -1.0 0.2
H -9.115936 -17.277456 -7.857554 0.2 -0.4 0.6
H -10.317643 -17.523170 -6.491060 0.2 0.1 0.1
H -10.761367 -17.070441 -8.166740 -0.2 0.2 0.6
H -9.126984 -19.119051 -9.891451 -1.4 0.1 0.4
H -10.582211 -18.122965 -9.976965 -0.4 0.3 -0.1
H -10.742854 -19.870060 -10.101968 0.0 0.1 0.2
H -12.066291 -19.439231 -6.642880 0.3 0.4 -0.7
H -12.144318 -20.345808 -8.101361 0.0 0.5 -0.2
H -12.520803 -18.588803 -8.148144 0.5 -0.2 0.0
Se -1.410090 -16.055242 -14.649248 0.1 0.2 -0.6
C -2.588205 -16.754890 -13.573434 0.0 0.0 0.8
N -3.275919 -17.237267 -12.759330 0.0 -0.6 -0.2
C -6.835369 -15.099733 -11.063679 1.1 -0.9 -0.5
C -7.877972 -16.176305 -10.748382 -0.3 1.5 0.2
C -9.093434 -15.386247 -10.184684 0.4 -1.3 -0.1
C -8.255498 -17.042356 -11.898901 -0.4 -0.6 -1.3
C -9.200035 -16.611893 -12.846509 0.1 0.9 1.3
C -9.665946 -17.371151 -13.892540 0.3 -0.7 0.0
C -9.089859 -18.639766 -14.030864 0.1 -0.7 -0.1
C -8.158797 -19.161895 -13.140891 -0.1 0.9 0.6
C -7.672425 -20.592935 -13.303106 -0.2 0.5 -0.8
C -6.180086 -20.692713 -13.602886 0.5 1.2 0.4
C -8.095782 -21.548097 -12.229365 -1.7 -0.7 -0.3
C -7.750905 -18.355189 -12.029738 0.2 -1.0 0.2
O -6.983040 -18.927002 -11.116055 0.1 0.7 -0.2
H -6.419402 -14.679362 -10.161088 -0.2 0.3 0.5
H -7.292147 -14.311353 -11.666431 0.2 0.0 -0.1
H -5.933924 -15.515023 -11.558926 -0.6 0.2 -0.1
H -7.492098 -16.831409 -9.993549 0.2 -0.3 0.7
H -9.335037 -14.563883 -10.858417 -0.6 -0.4 -0.2
H -8.829478 -14.874597 -9.276447 0.2 -0.1 0.7
H -9.862357 -16.156455 -9.988432 -0.2 1.1 -0.2
H -9.623288 -15.630982 -12.599664 -0.1 -0.3 -0.6
H -10.488433 -17.042204 -14.516059 0.2 0.0 -0.1
H -9.372093 -19.340667 -14.815591 -0.3 0.3 -0.2
H -8.234874 -20.938819 -14.165519 0.2 -0.1 -0.6
H -5.558971 -20.399274 -12.741880 -0.4 0.1 -0.1
H -5.900208 -19.995950 -14.405979 -0.1 -0.2 0.1
H -5.824781 -21.672571 -13.849526 -0.1 -0.8 -0.4
H -7.598126 -21.325984 -11.337532 1.1 -0.1 1.5
H -7.931495 -22.591254 -12.586799 0.0 0.6 0.5
H -9.171001 -21.415473 -11.945040 0.6 -0.2 -0.6
```
Forces are in eV/Å.

The value obtained for the total energy is -8008.110197 Eh. The calculation puts the LUMO energy at 3.63 eV. As for the charge: -2.



Number 1: HOMO energy -15.2 eV, gap between HOMO and LUMO 7.664 eV. Number 2: HOMO energy -2.9 eV, gap between HOMO and LUMO 6.510 eV.